Density functional theory data (ωB97M-V with the def2-TZVPD basis set) for a 2-piece molecular cluster, C24H26N4O5S3 overall at a distorted geometry.

Positions of all 62 atoms, in Å:
C: 5.960 2.072 -0.440
S: 5.936 3.954 -0.769
O: 4.904 4.291 -1.872
O: 7.362 4.284 -1.352
C: 5.632 4.778 0.885
C: 4.523 5.711 1.222
C: 3.295 6.332 0.329
C: 2.258 5.224 -0.293
C: 0.732 5.681 0.111
S: -0.630 4.667 -0.679
C: -0.242 2.835 -0.694
S: -0.632 1.983 -2.151
N: 0.373 2.029 0.429
C: 0.962 2.539 1.739
C: 1.560 1.289 2.623
N: 1.244 0.074 1.757
C: 0.533 0.498 0.479
C: 4.920 6.008 2.818
O: 4.279 6.785 3.706
O: 6.187 5.293 3.184
C: 6.704 4.440 2.101
O: 7.776 3.631 2.049
H: 4.852 1.700 -0.510
H: 6.712 1.508 -1.149
H: 6.268 1.972 0.704
H: 2.651 7.004 1.076
H: 3.752 7.078 -0.452
H: 2.326 5.328 -1.480
H: 2.526 4.114 -0.035
H: 0.679 5.737 1.282
H: 0.595 6.800 -0.273
H: 1.028 3.652 2.128
H: 2.113 1.248 3.656
H: 0.149 -0.217 -0.365
C: -0.104 -2.823 2.084
N: -1.168 -3.375 1.221
C: -1.287 -4.716 1.096
C: -2.310 -5.270 0.321
C: -3.229 -4.442 -0.331
C: -3.057 -3.059 -0.195
C: -2.021 -2.545 0.583
C: -4.356 -4.985 -1.112
C: -5.676 -4.655 -0.782
C: -6.739 -5.128 -1.550
N: -6.511 -5.909 -2.628
C: -5.251 -6.270 -2.963
C: -4.160 -5.821 -2.216
C: -7.639 -6.365 -3.464
H: 0.855 -3.203 1.722
H: -0.302 -3.158 3.106
H: -0.115 -1.732 2.039
H: -0.569 -5.335 1.628
H: -2.388 -6.354 0.256
H: -3.728 -2.362 -0.696
H: -1.876 -1.475 0.705
H: -5.895 -4.026 0.080
H: -7.770 -4.877 -1.312
H: -5.130 -6.905 -3.836
H: -3.158 -6.113 -2.526
H: -7.614 -7.456 -3.499
H: -7.504 -5.933 -4.460
H: -8.584 -6.025 -3.034

Computed properties:
Frontier orbital gap ... 5.1 eV
Charge ... +2